No. 1
Below is an isolated molecule of C4H8O2 in a non-equilibrium geometry, with properties calculated with ωB97M-V/def2-TZVPD.

## Properties
* spin multiplicity: 1
* Kohn-Sham gap: 9.66 eV
* LUMO: 0.957 eV
* SMILES: C[C@H]1O[C@H]1CO
* energy relative to the best compared isomer or geometry (same formula, charge and spin): 4.952 eV
* E_HOMO: -8.704 eV

Each line ends with the Mulliken charge.
Element x y z (Å)
C -1.5471 0.6947 0.6620  -1.24
C -0.2317 0.7943 -0.0869  0.13
O 0.7235 1.4298 0.6758  -0.38
C 1.1019 0.1263 0.2658  -0.28
C 0.2553 -1.2408 0.3484  -0.17
O 1.1306 -2.1442 -0.2360  -0.53
H -1.4183 0.4255 1.7172  0.32
H -2.2934 0.0334 0.2088  0.39
H -1.9334 1.7171 0.6319  0.33
H -0.2882 0.8742 -1.1653  0.38
H 1.7815 0.1777 -0.5955  0.23
H -0.6687 -1.3688 -0.2753  0.23
H -0.0587 -1.4231 1.3771  0.24
H 1.9549 -1.9452 0.2217  0.36

No. 2
Below is a 11-piece molecular cluster, C38H72N6O16 overall in a non-equilibrium geometry, with properties calculated with ωB97M-V/def2-TZVPD.

## Properties
* spin multiplicity: 1
* Kohn-Sham gap: 9.35 eV
* LUMO: 0.402 eV
* SMILES: O=C1CCCO1.O=C1CCCO1.O=C1CCCO1.O=C1CCCO1.O=C1CCCO1.CN(C)C=O.CN(C)C=O.CN(C)C=O.CN(C)C=O.CN(C)C=O.CN(C)C=O
* E_HOMO: -8.950 eV

Each line ends with the Mulliken charge.
Element x y z (Å)
O -2.3867 0.7206 2.7897  -0.34
C -2.2757 0.3841 3.9151  0.27
C -1.3659 1.0052 4.9664  0.39
C -1.8593 0.3570 6.2379  -0.64
C -2.3621 -0.9712 5.7505  -0.23
O -2.8487 -0.7429 4.4206  -0.37
H -0.4033 0.5394 4.6944  -0.26
H -1.3026 2.0969 4.8222  0.25
H -1.0132 0.2474 6.9509  0.30
H -2.7039 0.9063 6.6902  0.31
H -1.5558 -1.6806 5.5597  0.02
H -3.2285 -1.3863 6.3341  0.35
O -1.4797 2.8702 -4.5297  -0.67
C -1.3241 3.7371 -3.7288  0.49
C -0.0637 4.4978 -3.4508  -0.29
C -0.4306 5.3816 -2.2204  -0.16
C -1.8948 5.4521 -2.3225  0.24
O -2.3583 4.2563 -3.0012  -0.34
H 0.6874 3.7634 -3.3503  -0.02
H 0.1643 5.1602 -4.2586  0.40
H -0.0746 4.8681 -1.3602  -0.18
H 0.0179 6.3905 -2.2162  0.41
H -2.3671 5.5047 -1.3078  -0.48
H -2.3010 6.2080 -2.9953  0.43
O 1.8090 1.6885 -3.8154  -0.51
C 1.5339 0.8134 -4.5676  0.21
C 0.3002 0.5885 -5.3280  0.45
C 0.8409 -0.1763 -6.5166  -0.76
C 2.0148 -0.9556 -5.9830  -0.37
O 2.4049 -0.1504 -4.7895  -0.35
H -0.3407 -0.0197 -4.6731  -0.37
H -0.2280 1.5208 -5.5096  0.40
H 0.0766 -0.8305 -6.9053  0.37
H 1.1313 0.5269 -7.3361  0.29
H 1.8391 -2.0038 -5.7794  0.23
H 2.8857 -0.8603 -6.6870  0.29
O -0.6953 1.6049 -2.1129  0.26
C -0.1957 0.9059 -1.2822  -0.83
C 0.4751 -0.4060 -1.4487  1.17
C 0.3418 -1.0497 -0.0941  1.42
C 0.3311 0.2181 0.8271  1.22
O -0.1734 1.3047 0.0062  -0.36
H 0.0278 -0.9952 -2.2942  0.40
H 1.5466 -0.2646 -1.7659  -0.94
H -0.6714 -1.5186 -0.0563  -0.85
H 1.1480 -1.7788 0.1175  -0.06
H -0.3527 0.0464 1.7200  -0.88
H 1.3626 0.3938 1.0922  -0.69
O -1.1354 -6.2122 1.9557  -0.57
C -1.7373 -5.1946 2.0780  0.48
C -1.6543 -3.9697 1.2268  0.42
C -1.8128 -2.8436 2.2642  0.72
C -2.8461 -3.4799 3.1361  -0.48
O -2.4582 -4.8629 3.2344  -0.42
H -0.6754 -4.0492 0.7159  -0.70
H -2.4109 -3.9967 0.4057  0.56
H -0.8943 -2.5199 2.7785  -0.43
H -2.2439 -1.9762 1.8337  0.03
H -2.9966 -3.0458 4.1317  0.29
H -3.7991 -3.3330 2.5922  0.21
C 3.0491 -4.3400 4.9129  -1.02
N 2.1716 -3.4332 4.2421  0.31
C 2.2193 -3.5723 2.7825  -0.57
C 1.5272 -2.4946 4.8953  -0.05
O 0.9519 -1.5726 4.3222  -0.55
H 3.2094 -4.0583 6.0029  0.28
H 4.0541 -4.2720 4.4457  0.37
H 2.8797 -5.3825 4.7491  0.35
H 1.1743 -3.6634 2.4583  -0.22
H 2.5614 -2.5882 2.3889  0.26
H 2.7534 -4.4624 2.5071  0.44
H 1.5976 -2.5958 5.9728  0.31
C 2.5718 2.1314 3.1691  -0.80
N 1.6866 3.3168 3.2683  0.15
C 1.5305 4.1761 2.0910  -0.79
C 0.8943 3.3156 4.3196  -0.08
O -0.0086 4.0677 4.6264  -0.63
H 2.9472 1.7661 4.1019  0.43
H 3.4628 2.5638 2.6667  0.35
H 2.0822 1.3547 2.5797  0.36
H 0.9221 3.7016 1.3600  0.22
H 1.0165 5.1411 2.3820  0.27
H 2.5427 4.3477 1.7724  0.36
H 1.1290 2.5005 5.0020  0.52
C -3.9967 1.0453 -3.2311  -0.64
N -3.8116 -0.3737 -2.8869  0.13
C -3.5768 -1.2495 -4.0485  -0.70
C -3.3556 -0.6273 -1.6657  -0.06
O -2.8275 -1.7161 -1.3189  -0.65
H -3.7521 1.7247 -2.3985  0.05
H -5.0185 1.1159 -3.6078  0.34
H -3.1860 1.2054 -3.9791  0.23
H -2.7209 -0.9201 -4.6959  0.19
H -3.2066 -2.2608 -3.6560  0.25
H -4.5391 -1.2945 -4.5894  0.31
H -3.4263 0.2095 -0.9454  0.48
C 1.3735 -6.1776 -1.3664  -1.09
N 1.5540 -4.8029 -1.9106  0.30
C 2.4989 -3.9680 -1.2359  0.26
C 1.0186 -4.5074 -3.1063  -0.07
O 1.1055 -3.5399 -3.7874  -0.47
H 2.2730 -6.6568 -1.0273  0.33
H 1.0078 -6.7847 -2.1721  0.37
H 0.6497 -6.0997 -0.6164  0.37
H 3.5232 -4.3143 -1.4040  0.49
H 2.4242 -2.9328 -1.5718  -0.60
H 2.3271 -4.0170 -0.1914  -0.07
H 0.5420 -5.4131 -3.4814  0.26
C 4.7572 1.1015 -2.2143  -0.78
N 4.5392 -0.2412 -1.7013  0.27
C 4.5146 -1.2934 -2.6936  -0.84
C 4.1948 -0.5471 -0.4332  0.07
O 3.7597 -1.5697 0.0006  -0.48
H 3.9775 1.3985 -2.8969  0.21
H 5.6917 1.0657 -2.7517  0.36
H 4.8905 1.8999 -1.4441  0.27
H 3.7467 -1.1102 -3.4341  0.13
H 5.4625 -1.2979 -3.2365  0.47
H 4.4785 -2.2612 -2.2434  0.25
H 4.4171 0.3150 0.2852  0.23
C -3.9139 3.5958 0.6127  -1.00
N -3.2300 4.8839 1.0042  0.18
C -2.0502 4.6094 1.8490  -0.64
C -3.7545 6.1498 0.7111  0.09
O -4.7406 6.4136 0.0494  -0.59
H -3.2727 2.8536 0.1224  0.14
H -4.7227 3.9793 0.0012  0.36
H -4.2665 3.1718 1.5530  0.41
H -1.2754 4.1242 1.1990  0.03
H -1.6757 5.5687 2.2603  0.34
H -2.1920 3.9277 2.6769  0.16
H -3.1592 6.9847 1.0382  0.40

No. 3
Below is an isolated molecule of C6H11N in a non-equilibrium geometry, with properties calculated with ωB97M-V/def2-TZVPD.

## Properties
* spin multiplicity: 1
* Kohn-Sham gap: 9.63 eV
* LUMO: 1.114 eV
* SMILES: C/C=C/C/C=C/N
* energy relative to the best compared isomer or geometry (same formula, charge and spin): 2.147 eV
* E_HOMO: -8.514 eV

Each line ends with the Mulliken charge.
Element x y z (Å)
C 0.7827 -2.6316 0.1158  -1.11
C 1.1002 -1.3116 0.7492  -0.09
C 0.2382 -0.4110 1.2352  -0.54
C 0.4436 1.0785 1.1629  -0.49
C -0.1379 1.6986 -0.0609  -0.46
C -1.0006 1.1654 -0.9106  0.02
N -1.4011 1.8376 -2.1119  -0.62
H 0.7373 -3.4647 0.8218  0.29
H -0.1020 -2.6131 -0.5175  0.29
H 1.5846 -2.8306 -0.5974  0.34
H 2.1585 -1.1059 0.9194  0.33
H -0.7093 -0.8147 1.5976  0.40
H 0.1208 1.4420 2.1456  0.31
H 1.5215 1.2526 1.0944  0.28
H 0.1266 2.7274 -0.2975  0.26
H -1.3597 0.1472 -0.8576  0.26
H -2.0438 2.5973 -1.8870  0.25
H -2.0597 1.2366 -2.6016  0.28

Number 1 is which compound?
C4H8O2